1.
Density functional theory data (ωB97M-V with the def2-TZVPD basis set) for a cluster of 6 separate species, C26H62FNO13S in total.

The total charge is 0. For the highest occupied orbital energy, the calculation gives -0.3305 Ha. The SMILES is C=CN(CCCCO)S(=O)(=O)F.COCCOC.COCCOC.COCCOC.COCCOC.COCCOC.

```
104
Properties=species:S:1:pos:R:3:forces:R:3
C -4.2060 -1.8858 2.8544 -0.734 0.208 0.700
C -3.3941 -1.8911 1.8266 -0.255 -0.150 0.302
N -2.6046 -3.0775 1.6011 0.803 -0.043 -1.267
C -1.2444 -2.8230 1.0507 0.982 -1.054 0.208
C -0.1660 -3.3917 2.0204 -0.121 0.658 0.008
C -0.4332 -3.1444 3.5169 0.746 -0.110 0.472
C -0.0132 -1.7319 4.0199 -0.215 -0.280 -0.520
O -1.1496 -0.9527 4.3904 0.199 0.034 0.552
S -3.4324 -4.2274 0.7318 -1.928 0.633 -0.480
O -4.7250 -4.4050 1.2677 -0.206 -0.400 1.233
O -3.4466 -3.9764 -0.6695 1.487 -0.311 -0.386
F -2.6401 -5.5698 1.0210 0.259 1.183 -0.112
H -4.9256 -1.0706 2.9530 0.371 -0.158 0.259
H -4.2016 -2.6890 3.5910 -0.229 0.175 -0.255
H -3.3425 -1.0042 1.1909 0.351 -0.664 -0.407
H -1.0705 -1.7653 0.8137 -0.439 -0.222 0.312
H -1.1130 -3.3612 0.0984 -0.193 0.376 0.211
H -0.0099 -4.4600 1.8141 -0.230 0.243 0.142
H 0.7910 -2.8893 1.7879 -0.273 -0.295 -0.099
H 0.1901 -3.8708 4.0705 -0.279 0.172 -0.199
H -1.4669 -3.3321 3.8372 0.200 0.076 -0.332
H 0.6805 -1.8469 4.8682 -0.186 0.212 -0.280
H 0.4932 -1.1857 3.2014 0.038 -0.242 0.356
H -1.0385 -0.6998 5.3175 -0.109 0.054 -0.294
C 3.2554 0.6460 8.8884 0.111 0.066 0.017
O 3.0947 1.8817 8.2109 -0.163 -0.211 -0.022
C 2.6970 1.7221 6.8567 0.049 0.383 0.139
C 1.2056 1.9341 6.6796 -0.013 -0.341 -0.240
O 0.4488 0.9327 7.3497 0.075 0.085 0.113
C -0.0540 1.3715 8.6026 -0.144 -0.066 -0.039
H 3.2758 0.8492 9.9585 0.040 0.063 -0.032
H 2.4350 -0.0443 8.6798 -0.001 0.015 -0.028
H 4.2044 0.1819 8.5991 -0.036 -0.085 0.023
H 2.9978 0.7402 6.4778 -0.071 -0.026 0.012
H 3.2283 2.4828 6.2765 -0.018 -0.028 -0.042
H 0.9654 1.8568 5.6145 0.012 0.039 -0.003
H 0.9108 2.9318 7.0183 0.060 -0.013 0.054
H -0.9273 2.0141 8.4491 0.017 0.050 0.080
H 0.6988 1.9130 9.1783 0.026 0.005 -0.039
H -0.3612 0.4929 9.1691 -0.012 -0.021 -0.072
C -0.6213 -3.1132 -2.6756 -0.054 -0.108 0.143
O -0.3990 -1.8923 -1.9816 0.035 -0.032 -0.258
C 0.5298 -1.0454 -2.6445 -0.156 0.163 0.366
C -0.1711 0.0406 -3.4379 0.255 -0.073 -0.346
O -0.9282 -0.5004 -4.5123 -0.202 -0.170 0.445
C -2.3123 -0.6016 -4.2095 -0.036 0.051 -0.139
H -1.5287 -3.5667 -2.2774 0.024 0.055 0.052
H -0.7517 -2.9545 -3.7478 0.034 0.038 0.008
H 0.2195 -3.7958 -2.5079 0.005 -0.021 -0.092
H 1.1964 -1.6286 -3.2869 -0.049 0.018 -0.063
H 1.1409 -0.5718 -1.8692 0.034 0.021 -0.043
H 0.5874 0.6964 -3.8793 0.009 0.020 0.033
H -0.8051 0.6516 -2.7877 -0.008 -0.069 0.040
H -2.7840 0.3835 -4.2924 -0.060 -0.017 0.059
H -2.4847 -1.0042 -3.2097 0.036 -0.004 0.004
H -2.7687 -1.2707 -4.9380 0.057 0.028 -0.035
C 1.1451 3.2724 -7.1297 0.127 -0.023 0.103
O 1.2800 1.8763 -6.9197 -0.138 0.178 -0.167
C 0.0365 1.1823 -6.9879 0.451 -0.336 0.056
C -0.1578 0.5192 -8.3372 -0.364 0.251 -0.035
O -0.2713 1.4755 -9.3850 0.230 -0.006 0.075
C 0.9372 1.6500 -10.1045 -0.109 -0.026 -0.090
H 2.1334 3.6793 -7.3457 0.005 -0.025 0.045
H 0.4846 3.5000 -7.9692 -0.024 -0.038 0.014
H 0.7573 3.7482 -6.2216 -0.047 0.087 -0.061
H -0.7960 1.8557 -6.7598 -0.005 0.020 -0.073
H 0.0603 0.4081 -6.2186 -0.094 0.068 -0.127
H -1.0954 -0.0447 -8.3174 0.024 -0.033 0.029
H 0.6538 -0.1856 -8.5443 0.042 0.047 0.046
H 1.0808 0.8164 -10.8007 0.103 0.009 -0.003
H 1.8019 1.7225 -9.4413 -0.014 -0.014 0.027
H 0.8585 2.5741 -10.6764 -0.068 -0.026 0.000
C 5.1124 3.3051 -7.3902 -0.134 -0.010 0.025
O 4.8905 4.6685 -7.7171 0.201 -0.099 0.068
C 5.4714 5.5629 -6.7786 -0.204 0.183 -0.306
C 6.7951 6.1153 -7.2728 0.185 -0.119 0.329
O 7.7795 5.0972 -7.3870 -0.188 -0.036 -0.160
C 7.9438 4.6358 -8.7179 0.128 0.029 0.040
H 4.8977 2.7053 -8.2741 -0.072 0.065 -0.004
H 6.1447 3.1192 -7.0858 0.002 0.049 0.007
H 4.4344 3.0022 -6.5849 0.063 -0.103 0.013
H 5.5920 5.0781 -5.8050 0.076 -0.019 -0.020
H 4.7706 6.3947 -6.6550 0.027 0.011 0.040
H 7.1671 6.8389 -6.5408 -0.034 0.027 -0.014
H 6.6668 6.6378 -8.2260 -0.066 -0.048 -0.008
H 8.5371 5.3559 -9.2915 -0.039 -0.027 -0.087
H 6.9861 4.4749 -9.2170 -0.019 0.024 0.021
H 8.4816 3.6890 -8.6820 0.031 0.041 0.062
C -6.7842 -1.5715 8.3214 -0.048 -0.025 0.109
O -6.0559 -2.6616 8.8625 0.019 0.090 -0.240
C -5.9783 -3.7684 7.9747 0.181 -0.052 0.363
C -4.6495 -3.8112 7.2450 -0.176 -0.028 -0.348
O -4.4923 -2.6982 6.3750 -0.083 0.044 0.181
C -3.6859 -1.6719 6.9233 0.132 -0.017 -0.130
H -6.5605 -0.6879 8.9185 -0.002 -0.060 0.056
H -6.5086 -1.3706 7.2838 0.004 -0.034 -0.001
H -7.8590 -1.7742 8.3800 -0.014 0.061 -0.074
H -6.8109 -3.7549 7.2648 0.050 0.034 -0.055
H -6.0711 -4.6730 8.5837 -0.008 -0.022 -0.043
H -4.6216 -4.7104 6.6218 0.004 -0.021 0.033
H -3.8173 -3.8682 7.9537 -0.051 0.043 0.053
H -2.6312 -1.9583 6.8424 0.044 0.099 0.092
H -3.9289 -1.4657 7.9679 -0.039 -0.057 0.006
H -3.8503 -0.7662 6.3398 0.015 -0.062 -0.066
```
Forces are in eV/Å.



2.
Density functional theory data (ωB97M-V with the def2-TZVPD basis set) for a cluster of 5 separate species, C26H62N4O5 in total.

The total charge is 0. For the highest occupied orbital energy, the calculation gives -0.3057 Ha. The SMILES is CC1(C)CCCC(C)(C)N1O.CC1(C)CCCC(C)(C)N1O.COC[C@H](C)N.COC[C@H](C)N.O.

```
97
Properties=species:S:1:pos:R:3:forces:R:3
C -1.9047 -1.2573 -3.7968 -2.141 0.924 -0.908
C -2.6257 -0.0065 -3.2558 0.579 -0.802 0.268
C -4.0309 -0.2810 -2.6961 1.309 -0.145 -0.151
O -4.5562 0.9479 -2.2282 0.139 -0.763 0.105
C -5.9564 0.9229 -2.2265 -1.067 0.564 -0.506
N -1.7466 0.4840 -2.1952 -0.982 2.675 -0.080
H -2.4535 -1.6441 -4.6554 -0.220 -0.270 0.012
H -1.9525 -1.9858 -3.0092 0.672 -0.595 0.266
H -0.9499 -0.9879 -4.1993 0.717 -0.001 0.427
H -2.7401 0.7711 -4.0080 0.229 0.084 -0.145
H -3.9106 -1.0863 -1.9246 -0.511 0.690 -0.146
H -4.6752 -0.6236 -3.4813 -0.388 -0.561 -0.588
H -6.3950 0.0047 -1.8198 0.292 0.081 0.402
H -6.4373 1.0115 -3.2391 0.777 0.037 0.440
H -6.2602 1.8004 -1.6572 -0.238 -0.186 0.111
H -1.6151 -0.2150 -1.4985 -0.176 -0.627 0.701
H -2.2710 1.2963 -1.7836 0.890 -1.058 0.008
C -1.0280 2.6201 5.3386 -0.340 -0.429 -1.674
C 0.0282 3.2562 4.4524 0.433 0.915 0.586
C 0.3896 2.4794 3.1841 0.533 0.615 1.312
O 1.5606 3.0655 2.6109 1.037 -0.580 -0.011
C 2.7792 2.5922 3.2333 0.982 0.599 0.328
N -0.2262 4.6829 4.1166 -0.443 -0.764 -0.416
H -0.5667 1.7530 5.8057 -0.339 -0.024 0.322
H -1.9049 2.2969 4.7553 0.200 -0.124 0.059
H -1.4025 3.3475 6.0209 0.001 0.399 0.916
H 0.8938 3.2898 5.1363 0.153 -0.103 -0.541
H -0.3888 2.6267 2.4479 -0.307 -0.461 -0.175
H 0.6269 1.4542 3.4481 -0.419 -0.523 -0.298
H 3.6303 3.2162 2.7789 -1.309 -0.901 0.766
H 3.0033 1.4953 3.0031 -0.523 1.351 0.412
H 2.7387 2.7749 4.3648 0.201 -0.371 -1.599
H 0.4027 4.8399 3.2937 -1.363 0.411 0.753
H -1.2542 4.8163 3.9446 1.608 -0.011 -0.386
O 1.7731 0.7146 1.0366 0.452 -0.215 2.058
H 1.8001 1.5982 1.4411 -0.076 -0.185 0.076
H 1.5397 0.9295 0.1630 -0.582 0.153 -2.463
C 0.3344 -4.3129 1.4474 -0.815 -1.712 -0.144
C -0.5101 -3.1042 1.3068 -0.258 2.364 -0.189
C -1.9772 -3.4191 1.1153 0.188 -2.487 -0.496
C -2.5655 -4.0267 2.4074 -1.664 0.860 0.522
C -2.3473 -3.0667 3.5833 0.366 0.737 -0.974
C -0.8877 -2.6363 3.7786 -0.058 0.024 -1.179
N -0.4394 -2.1613 2.4516 0.358 -0.350 -1.122
O 0.9308 -1.7974 2.5235 0.511 0.040 0.584
C -0.7867 -1.4207 4.6099 0.570 2.416 1.404
C -0.1031 -3.7094 4.4608 0.089 -2.207 0.972
C -0.0419 -2.3303 0.0315 -2.358 -1.294 -0.720
H -0.2016 -5.0563 2.0668 0.631 0.157 -0.425
H 0.4130 -4.7167 0.4411 0.280 -0.408 -0.057
H 1.3121 -4.1345 1.8421 0.511 0.262 0.240
H -2.5027 -2.5723 0.7080 -0.376 0.519 0.282
H -1.9572 -4.1822 0.2785 -0.456 0.524 0.840
H -3.6952 -4.2433 2.3721 1.699 0.150 -0.293
H -2.0488 -4.9074 2.7084 0.174 -1.165 -0.355
H -2.8009 -3.3386 4.5158 -0.069 -0.686 0.523
H -2.8539 -2.1792 3.2975 -0.635 1.197 -0.186
H -1.1887 -1.6077 5.5861 -0.543 -0.223 0.713
H -1.3711 -0.5403 4.1973 0.919 -0.965 0.244
H 0.2971 -1.1485 4.8620 -1.448 -0.165 -0.865
H -0.0040 -4.6613 3.9547 -0.088 0.030 -0.671
H -0.6311 -4.0811 5.3632 0.148 0.787 -0.079
H 0.9068 -3.4769 4.7472 0.384 0.609 0.095
H -0.4461 -2.9678 -0.8580 1.160 0.998 1.245
H -0.6098 -1.3838 -0.0597 0.613 -0.174 0.296
H 1.0239 -2.2033 0.0036 0.327 0.106 -0.182
H 1.0238 -0.9869 2.0013 -0.107 0.236 0.058
C 2.9430 3.1174 -2.4184 -0.191 -1.080 -0.942
C 1.9488 2.4814 -3.4471 -0.942 -0.121 3.237
C 2.4146 2.2687 -4.8207 0.570 -0.409 -1.688
C 3.5234 1.2148 -5.0478 -0.458 2.257 2.067
C 3.0447 -0.0698 -4.4873 0.438 -1.335 0.530
C 2.5081 -0.0042 -3.0322 -0.294 0.656 -0.462
N 1.5285 1.1335 -2.9648 -0.531 0.270 -0.223
O 0.9848 1.3412 -1.6315 0.688 -0.726 -0.529
C 1.7054 -1.2323 -2.7399 0.382 -1.647 0.295
C 3.5622 0.0872 -1.9800 1.940 0.145 -1.585
C 0.6037 3.3764 -3.3888 2.020 -1.799 -1.675
H 3.9670 2.7248 -2.4463 -0.263 0.523 -0.375
H 2.5525 2.8492 -1.4556 -0.134 0.120 0.585
H 2.8904 4.1714 -2.5285 0.367 1.080 -0.062
H 1.5417 1.9631 -5.3494 -0.858 -0.310 -0.799
H 2.7313 3.1852 -5.2601 0.248 1.010 -0.319
H 4.3550 1.7152 -4.5181 0.301 -0.962 -0.113
H 3.7941 1.1104 -6.0638 0.179 0.095 -1.187
H 3.8470 -0.8529 -4.6064 -0.834 0.498 0.499
H 2.1965 -0.3995 -5.0932 0.018 -0.054 -0.130
H 0.9646 -1.4227 -3.4944 -0.671 0.295 -0.133
H 2.2832 -2.2065 -2.7436 -0.099 1.230 0.309
H 1.2836 -1.0611 -1.7490 -0.311 -0.475 -0.265
H 4.1828 0.9724 -2.0717 -0.169 0.068 0.299
H 3.1618 -0.0371 -1.0308 -0.685 0.151 1.861
H 4.2627 -0.7203 -2.1277 0.244 -0.581 -0.030
H -0.2028 2.7299 -3.7081 -0.436 -0.331 0.591
H 0.6991 4.0046 -4.2596 0.069 1.197 0.170
H 0.4855 3.8383 -2.4278 -0.248 0.335 0.133
H 0.0510 1.0938 -1.7534 -0.174 -0.078 -0.381
```
Forces are in eV/Å.



Number 1: E_LUMO 0.59 eV, gap between HOMO and LUMO 9.583 eV, F_max 2.09 eV Å⁻¹. Number 2: E_LUMO 0.61 eV, gap between HOMO and LUMO 8.923 eV, F_max 3.37 eV Å⁻¹.